DFT (ωB97M-V/def2-TZVPD) results for a molecular structure, C6H13FN2 at a distorted geometry.

Values from the calculation:
- relative energy (zero: lowest compared OMol25 entry of this formula, charge and spin) (kJ/mol) = 322.94
- E_HOMO (eV) = -8.8672
- lowest unoccupied orbital energy (eV) = 0.89
- 2S+1 = 1
- gap between HOMO and LUMO (eV) = 9.8
- total charge = 0

Structure (XYZ):
```
22
Properties=species:S:1:pos:R:3:lowdin_charge:R:1
C -0.5441 -2.0620 0.9337 -0.098
C 1.4352 -0.0285 0.5363 -0.134
C 0.4117 2.1887 0.3700 -0.008
C 0.3372 0.4110 -1.5358 -0.058
C -0.9109 -0.0948 0.5848 -0.162
C 0.2252 0.6545 -0.0311 -0.576
N -0.5522 -2.7165 -0.1002 0.065
N -1.9601 -0.5215 -0.2877 -0.004
F -2.8582 0.6349 -0.5551 -0.134
H -0.3945 -2.3175 1.9671 0.084
H 1.3920 -0.1843 1.7090 0.124
H 2.3998 0.5499 0.3410 0.105
H 1.5745 -1.0931 0.2589 0.067
H 1.2938 2.2960 1.0181 0.076
H -0.5011 2.7054 0.7392 0.096
H 0.7601 2.5836 -0.4969 0.025
H 0.6508 -0.5926 -1.6718 0.064
H -0.5284 0.8874 -2.0606 0.109
H 1.2480 0.9431 -1.8938 0.096
H -1.3182 0.3479 1.4192 0.101
H -0.5486 -3.7862 -0.0811 0.103
H -1.6119 -0.8055 -1.1633 0.061
```



DFT (ωB97M-V/def2-TZVPD) results for a gas-phase ion, C6H13N (charge -1) at a distorted geometry.

Values from the calculation:
- <S²> = 0.75
- relative energy (zero: lowest compared OMol25 entry of this formula, charge and spin) (kJ/mol) = 78.00
- E_HOMO (alpha / beta) (eV) = 1.5075 / -5.4811
- lowest unoccupied orbital energy (alpha / beta) (eV) = 4.04 / 3.99
- 2S+1 = 2
- gap between HOMO and LUMO (alpha / beta) (eV) = 2.5 / 9.5
- total charge = -1

Structure (XYZ):
```
20
Properties=species:S:1:pos:R:3:lowdin_charge:R:1
C 1.3830 -1.4925 -1.1272 -0.332
C 1.8876 -1.1272 0.2608 -0.340
C 1.1959 0.0729 0.9141 -0.268
C -0.3130 -0.1103 1.0842 -0.239
N -2.9420 1.9590 -0.8294 -0.051
C -2.1684 1.3521 0.2318 -0.306
C -1.1110 0.5920 0.0312 -0.227
H 1.7011 -2.4935 -1.4072 0.018
H 0.3061 -1.3943 -1.2272 0.017
H 1.8573 -0.8489 -1.8718 0.012
H 1.9522 -1.9652 0.9749 0.092
H 2.9654 -0.9075 0.2255 0.079
H 1.4923 0.9009 0.2854 0.079
H 1.6526 0.1196 1.9103 0.092
H -0.5498 -1.1663 0.9801 0.095
H -0.6373 0.1899 2.0836 0.100
H -2.5725 2.8664 -1.1030 0.026
H -2.7818 1.3749 -1.6524 0.009
H -2.6118 1.5190 1.2100 0.088
H -0.7059 0.5592 -0.9737 0.058
```



DFT (ωB97M-V/def2-TZVPD) results for a single C6H13N molecule at a distorted geometry.

Values from the calculation:
- structure (SMILES) = C[C@H]1N(C)C1(C)C
- relative energy (zero: lowest compared OMol25 entry of this formula, charge and spin) (kJ/mol) = 263.82
- E_HOMO (eV) = -8.0821
- lowest unoccupied orbital energy (eV) = 1.08
- 2S+1 = 1
- gap between HOMO and LUMO (eV) = 9.2
- total charge = 0

Structure (XYZ):
```
20
Properties=species:S:1:pos:R:3:lowdin_charge:R:1
C 1.4103 -0.0355 -1.6827 -0.059
C 0.7377 0.3593 -0.3898 -0.452
N -0.5278 0.9866 -0.5802 -0.022
C -0.7499 2.1884 0.2579 -0.135
C -0.2009 -0.5869 0.2279 -0.350
C -0.7161 -0.5352 1.6522 -0.061
C -0.3046 -2.0038 -0.2813 -0.033
H 1.9093 0.8391 -2.1067 0.077
H 2.1530 -0.8181 -1.5068 0.078
H 0.6727 -0.3815 -2.4157 0.080
H 1.4122 0.8505 0.3125 0.137
H -1.5773 2.0396 0.9587 0.060
H 0.1300 2.5118 0.8481 0.075
H -1.0360 3.0586 -0.3625 0.073
H -0.7708 -1.4829 2.2178 0.088
H -0.1620 0.1817 2.2541 0.079
H -1.7432 -0.1914 1.5244 0.081
H 0.0108 -2.2808 -1.2943 0.073
H -1.2347 -2.5663 -0.0256 0.095
H 0.5872 -2.1331 0.3920 0.118
```



DFT (ωB97M-V/def2-TZVPD) results for 2 unconnected molecules or ions with the total composition C6H13N.

Values from the calculation:
- structure (SMILES) = C/C=C/C.C=CN
- relative energy (zero: lowest compared OMol25 entry of this formula, charge and spin) (kJ/mol) = 112.73
- E_HOMO (eV) = -8.5553
- lowest unoccupied orbital energy (eV) = 1.04
- 2S+1 = 1
- gap between HOMO and LUMO (eV) = 9.6
- total charge = 0

Structure (XYZ):
```
20
Properties=species:S:1:pos:R:3:lowdin_charge:R:1
C 2.6785 0.9204 -1.9531 -0.033
C 2.5324 -0.3407 -1.5726 -0.313
N 1.5008 -1.1958 -1.9768 0.025
H 1.9592 1.3980 -2.6056 0.045
H 3.5151 1.5122 -1.6102 0.039
H 3.2828 -0.8278 -0.9567 0.099
H 0.8037 -0.7116 -2.5253 0.065
H 1.0777 -1.6898 -1.2039 0.074
C -1.7971 -0.2212 1.7502 -0.185
C -1.2172 0.3182 0.6924 -0.200
C -1.8197 0.6716 -0.6268 -0.106
C -1.0595 -0.5242 3.0188 -0.114
H -2.8588 -0.4516 1.7246 0.102
H -0.1507 0.5309 0.7382 0.099
H -1.6876 1.7476 -0.7886 0.075
H -1.2535 0.2330 -1.4512 0.050
H -2.8715 0.4315 -0.7493 0.071
H 0.0128 -0.4024 2.8727 0.069
H -1.2792 -1.5275 3.3848 0.067
H -1.3681 0.1292 3.8384 0.070
```



DFT (ωB97M-V/def2-TZVPD) results for 2 unconnected molecules or ions with the total composition C6H13N.

Values from the calculation:
- structure (SMILES) = C=C1[C@@H](C)N1C.C
- relative energy (zero: lowest compared OMol25 entry of this formula, charge and spin) (kJ/mol) = 212.87
- E_HOMO (eV) = -8.7978
- lowest unoccupied orbital energy (eV) = 1.04
- 2S+1 = 1
- gap between HOMO and LUMO (eV) = 9.8
- total charge = 0

Structure (XYZ):
```
20
Properties=species:S:1:pos:R:3:lowdin_charge:R:1
C 1.6443 0.6065 -1.3482 -0.042
C 1.3120 0.1728 0.0610 -0.245
N 0.0414 0.6475 0.6563 -0.067
C 0.0142 1.1859 2.0060 -0.072
C 0.2505 -0.7120 0.5165 -0.346
C -0.1168 -1.8764 1.0157 0.049
C -1.9957 -0.3183 -1.6198 -0.053
H 2.1792 1.5627 -1.3340 0.076
H 2.2918 -0.1274 -1.8382 0.077
H 0.7315 0.7255 -1.9333 0.065
H 2.1670 0.1294 0.7383 0.142
H -1.0129 1.1534 2.3831 0.085
H 0.6495 0.6044 2.6931 0.088
H 0.3508 2.2229 1.9750 0.080
H -1.5416 -1.2080 -1.1981 -0.001
H 0.4681 -2.7633 0.8009 0.056
H -0.9709 -1.9660 1.6801 0.061
H -1.6774 0.5818 -1.0912 0.007
H -3.0694 -0.4563 -1.4935 0.017
H -1.7156 -0.1651 -2.6697 0.023
```



DFT (ωB97M-V/def2-TZVPD) results for a single C6H13N molecule at a distorted geometry.

Values from the calculation:
- structure (SMILES) = CCN1CCCC1
- relative energy (zero: lowest compared OMol25 entry of this formula, charge and spin) (kJ/mol) = 115.09
- E_HOMO (eV) = -8.0131
- lowest unoccupied orbital energy (eV) = 1.18
- 2S+1 = 1
- gap between HOMO and LUMO (eV) = 9.2
- total charge = 0

Structure (XYZ):
```
20
Properties=species:S:1:pos:R:3:lowdin_charge:R:1
C 0.3714 0.5396 -0.9591 -0.251
N 0.1122 0.0658 0.3648 -0.211
C 1.0387 0.0915 1.4955 -0.200
C 2.1704 -0.9334 1.1941 -0.075
C -1.2833 0.3313 0.5268 -0.204
C -1.9088 -0.0642 -0.8437 -0.178
C -0.7287 0.0128 -1.8505 -0.193
H 0.2106 1.6603 -1.0841 0.125
H 1.3780 0.4049 -1.4023 0.121
H 0.3790 0.0635 2.3619 0.113
H 1.5684 1.0507 1.5557 0.102
H 3.1011 -0.6028 1.6478 0.061
H 2.3365 -1.0271 0.1355 0.053
H 1.9869 -1.9364 1.5752 0.064
H -1.3640 1.4575 0.5976 0.127
H -1.8758 -0.2360 1.2536 0.120
H -2.7721 0.5375 -1.1639 0.100
H -2.3254 -1.0844 -0.9017 0.100
H -0.9409 0.3988 -2.8790 0.116
H -0.4440 -1.0503 -2.0950 0.109
```



DFT (ωB97M-V/def2-TZVPD) results for a single C6H13N molecule at a distorted geometry.

Values from the calculation:
- structure (SMILES) = CCC(=CN)CC
- relative energy (zero: lowest compared OMol25 entry of this formula, charge and spin) (kJ/mol) = 426.84
- E_HOMO (eV) = -7.2020
- lowest unoccupied orbital energy (eV) = 0.66
- 2S+1 = 1
- gap between HOMO and LUMO (eV) = 7.9
- total charge = 0

Structure (XYZ):
```
20
Properties=species:S:1:pos:R:3:lowdin_charge:R:1
C 1.0036 -2.3328 0.4106 -0.126
C 1.1705 -0.8246 0.4128 -0.261
C -0.0193 -0.1498 -0.1306 -0.236
C -1.3740 -0.3840 -0.4977 -0.134
N -2.5271 0.1091 0.1913 0.024
C 0.2290 1.3232 0.0549 -0.284
C 1.4066 2.1368 -0.6437 -0.096
H 0.0570 -2.7745 0.7305 0.063
H 1.8156 -2.8418 1.1701 0.119
H 1.2704 -2.7185 -0.5579 0.053
H 2.1236 -0.5301 0.1166 0.090
H 1.2855 -0.6125 1.4976 0.126
H -1.9063 -0.8447 -1.4315 0.120
H -3.2812 0.6726 -0.1886 0.085
H -2.6460 -0.2155 1.0890 0.043
H 0.2924 1.5759 1.1544 0.106
H -0.7144 1.8639 -0.1107 0.083
H 2.3918 2.1420 -0.0796 0.075
H 1.4140 1.6260 -1.5791 0.041
H 1.0892 3.2794 -0.7875 0.107
```



DFT (ωB97M-V/def2-TZVPD) results for a single C6H13N molecule at a distorted geometry.

Values from the calculation:
- structure (SMILES) = C[C@@H]1CCCN1C
- relative energy (zero: lowest compared OMol25 entry of this formula, charge and spin) (kJ/mol) = 136.01
- E_HOMO (eV) = -9.0593
- lowest unoccupied orbital energy (eV) = 1.25
- 2S+1 = 1
- gap between HOMO and LUMO (eV) = 10.3
- total charge = 0

Structure (XYZ):
```
20
Properties=species:S:1:pos:R:3:lowdin_charge:R:1
C -1.3724 -1.3937 0.6290 -0.138
N -0.2952 -0.3912 0.6983 -0.153
C -1.0115 0.9022 0.7812 -0.244
C -0.1139 1.9143 0.0974 -0.153
C 0.9435 1.0195 -0.6832 -0.171
C 0.4325 -0.3886 -0.6195 -0.404
C 1.5647 -1.4164 -0.7205 -0.057
H -2.3245 -1.0090 0.1325 0.077
H -1.0801 -2.3351 0.0098 0.104
H -1.6836 -1.7104 1.6726 0.090
H -1.4284 1.1782 1.7465 0.106
H -2.0628 0.8903 0.1646 0.134
H -0.6900 2.4395 -0.7587 0.128
H 0.3217 2.5495 0.8757 0.099
H 1.9132 1.0867 -0.2020 0.100
H 1.1734 1.4091 -1.6430 0.095
H -0.2307 -0.5568 -1.5951 0.172
H 1.4697 -2.0097 0.1797 0.071
H 1.5456 -2.1053 -1.6373 0.101
H 2.4850 -0.9119 -0.7403 0.042
```



DFT (ωB97M-V/def2-TZVPD) results for a single C6H13N molecule at a distorted geometry.

Values from the calculation:
- structure (SMILES) = C=C(C)C[C@@H](C)N
- relative energy (zero: lowest compared OMol25 entry of this formula, charge and spin) (kJ/mol) = 161.85
- E_HOMO (eV) = -8.8158
- lowest unoccupied orbital energy (eV) = 1.01
- 2S+1 = 1
- gap between HOMO and LUMO (eV) = 9.8
- total charge = 0

Structure (XYZ):
```
20
Properties=species:S:1:pos:R:3:lowdin_charge:R:1
C -0.2653 -0.5440 -2.6030 -0.037
C 0.2180 -0.3900 -1.0921 -0.425
C -0.8047 -0.2398 -0.0247 -0.182
C -0.3380 -0.0799 1.3661 -0.343
C 0.7117 -0.8131 1.8283 0.056
C -0.7560 1.2173 2.0428 -0.068
N 1.1898 0.7106 -1.1947 0.029
H -0.6048 0.3126 -2.9915 0.015
H -1.0951 -1.3249 -2.5694 0.087
H 0.5469 -1.0281 -3.1936 0.082
H 0.7771 -1.2012 -0.8014 0.084
H -1.5110 -1.0511 -0.1275 0.126
H -1.4528 0.5825 -0.1353 0.097
H 1.1215 -1.7013 1.3593 0.064
H 0.9031 -0.7782 2.8572 0.036
H -0.8534 2.1174 1.4449 0.072
H -1.8564 1.0377 2.2595 0.100
H -0.2424 1.5042 2.9513 0.070
H 2.1353 0.3526 -1.4065 0.087
H 1.2091 1.3007 -0.3882 0.051
```



DFT (ωB97M-V/def2-TZVPD) results for a single C6H13N molecule.

Values from the calculation:
- structure (SMILES) = CCCN1C[C@H]1C
- relative energy (zero: lowest compared OMol25 entry of this formula, charge and spin) (kJ/mol) = 86.00
- E_HOMO (eV) = -9.0777
- lowest unoccupied orbital energy (eV) = 1.25
- 2S+1 = 1
- gap between HOMO and LUMO (eV) = 10.3
- total charge = 0

Structure (XYZ):
```
20
Properties=species:S:1:pos:R:3:lowdin_charge:R:1
C -1.1872 -1.8157 2.0778 -0.121
C -1.0463 -0.6506 1.1048 -0.257
C -0.2391 -0.9945 -0.1427 -0.239
N -0.1463 0.1886 -0.9796 -0.099
C 0.8166 0.2082 -2.0618 -0.110
C 1.0428 0.9998 -0.8229 -0.353
C 0.8598 2.4893 -0.6898 -0.059
H -0.2116 -2.1342 2.4627 0.071
H -1.6546 -2.6814 1.5939 0.071
H -1.8093 -1.5375 2.9349 0.068
H -2.0333 -0.3020 0.7787 0.110
H -0.5697 0.2032 1.6056 0.107
H -0.7397 -1.7903 -0.7094 0.123
H 0.7607 -1.3783 0.1408 0.120
H 0.4772 0.6835 -2.9810 0.104
H 1.4483 -0.6698 -2.2107 0.106
H 1.8133 0.5787 -0.1697 0.135
H 1.7568 3.0374 -0.9971 0.072
H 0.0109 2.8256 -1.2915 0.079
H 0.6507 2.7400 0.3570 0.071
```



DFT (ωB97M-V/def2-TZVPD) results for a single C6H13N molecule at a distorted geometry.

Values from the calculation:
- structure (SMILES) = C/C=C(\C)CCN
- relative energy (zero: lowest compared OMol25 entry of this formula, charge and spin) (kJ/mol) = 237.54
- E_HOMO (eV) = -8.4084
- lowest unoccupied orbital energy (eV) = 1.04
- 2S+1 = 1
- gap between HOMO and LUMO (eV) = 9.4
- total charge = 0

Structure (XYZ):
```
20
Properties=species:S:1:pos:R:3:lowdin_charge:R:1
C 1.4907 1.0015 -0.7982 -0.272
C -0.0073 0.9597 -0.2693 -0.204
C -0.5631 -0.3709 0.1932 -0.303
C -0.8342 -0.7689 1.4502 -0.120
C -1.1745 -2.2120 1.8406 -0.091
C -1.0458 -1.0807 -1.0746 -0.063
N 1.9501 2.3775 -1.1960 -0.037
H 2.0104 0.5962 0.1337 0.124
H 1.5159 0.3214 -1.6066 0.076
H -0.6708 1.3525 -1.0647 0.110
H 0.0266 1.6913 0.6155 0.121
H -1.1684 -0.0950 2.2028 0.089
H -1.5553 -2.1575 2.8143 0.037
H -1.9321 -2.3226 1.0691 0.065
H -0.3914 -3.0228 1.8160 0.096
H -2.0540 -0.9222 -1.3169 0.069
H -0.5256 -0.6766 -1.9468 0.064
H -0.6515 -2.1210 -1.0305 0.094
H 2.9091 2.3973 -0.9568 0.016
H 1.6416 3.1447 -0.4074 0.129
```



DFT (ωB97M-V/def2-TZVPD) results for a single C6H13N molecule at a distorted geometry.

Values from the calculation:
- structure (SMILES) = C=C(CC)CCN
- relative energy (zero: lowest compared OMol25 entry of this formula, charge and spin) (kJ/mol) = 201.72
- E_HOMO (eV) = -8.3560
- lowest unoccupied orbital energy (eV) = 1.06
- 2S+1 = 1
- gap between HOMO and LUMO (eV) = 9.4
- total charge = 0

Structure (XYZ):
```
20
Properties=species:S:1:pos:R:3:lowdin_charge:R:1
C 1.2369 0.3266 -1.5031 -0.268
C 1.2159 0.2702 0.0388 -0.163
C 0.1114 -0.6127 0.6214 -0.341
C 0.3861 -1.2492 1.7824 0.036
C -1.2861 -0.1815 0.2615 -0.222
C -1.7709 1.1093 0.9778 -0.084
N 0.6633 -0.8261 -2.1923 0.000
H 0.6412 1.1944 -1.7839 0.105
H 2.2656 0.4721 -1.8445 0.100
H 0.9843 1.2325 0.5079 0.108
H 2.1934 0.0556 0.4776 0.103
H 1.3771 -1.6888 1.7942 0.053
H -0.2043 -1.0580 2.6702 0.068
H -1.4371 -0.1976 -0.8139 0.088
H -1.9607 -0.9719 0.6017 0.100
H -0.9624 1.4091 1.6398 0.063
H -2.5252 0.8366 1.7157 0.065
H -2.1330 1.9187 0.3553 0.064
H -0.0365 -0.4562 -2.8082 0.060
H 1.2408 -1.5829 -2.4984 0.065
```